w | Density functional theory data (ωB97M-V/def2-TZVPD) for 40 unconnected molecules or ions with the total composition H80O40.

```
! wB97M-V def2-TZVPD RIJCOSX def2/J DEFGRID3
* xyz 1 2
H 0.92 6.67 -1.64
H 0.93 6.05 -2.98
O 1.33 6.06 -2.13
H -0.66 -4.32 3.39
H -0.04 -5.83 3.70
O -0.39 -5.08 3.98
H -2.41 1.85 0.83
H -3.01 1.50 -0.47
O -3.20 1.86 0.34
H 0.82 -2.12 0.65
H 0.78 -0.70 -0.24
O 1.20 -1.18 0.54
H 0.68 0.94 -4.98
H 1.47 1.63 -6.16
O 0.76 1.22 -5.94
H 2.44 0.43 3.09
O 1.60 -0.21 3.05
H -0.26 -3.71 4.83
O -0.01 -2.68 4.86
H 5.18 0.05 -2.01
H 4.44 -1.00 -1.39
O 5.35 -0.48 -1.24
H -1.00 1.58 -3.59
H -2.20 1.06 -4.60
O -1.52 0.79 -3.99
H 2.58 5.48 -1.41
H 3.96 5.06 -0.81
O 3.22 4.72 -1.26
H -1.66 0.07 3.41
H -0.91 -0.73 2.29
O -1.78 -0.32 2.36
H -4.19 -0.81 -0.75
O -3.48 -1.49 -1.10
H 3.30 2.98 1.92
H 4.22 2.42 3.09
O 3.33 2.36 2.58
H 0.72 5.75 -0.24
H -0.25 5.84 0.89
O 0.64 5.87 0.71
H -2.52 5.42 -0.94
H -1.63 4.50 -1.93
O -1.80 5.49 -1.61
H -3.90 -3.52 3.53
H -3.29 -2.30 3.25
O -4.14 -2.59 3.77
H -3.61 -3.25 -4.86
H -3.93 -1.88 -4.24
O -4.34 -2.69 -4.55
H -0.69 -0.69 -3.31
H -1.90 -1.44 -3.85
O -1.36 -1.36 -2.98
H -1.88 -1.67 0.00
O -1.06 -1.31 -0.39
H -5.25 1.44 -0.26
H -5.74 2.04 -1.67
O -6.11 1.63 -0.87
H -3.53 0.11 5.87
O -3.53 0.25 4.90
H -0.26 -0.85 6.46
H -0.91 -1.46 5.52
O -1.07 -0.71 6.07
H -5.25 0.06 1.88
H -4.66 1.02 0.91
O -5.17 0.16 0.98
H 0.47 1.69 0.22
H 1.41 2.52 -0.53
O 0.41 2.34 -0.46
H 3.48 -2.82 0.92
H 4.72 -2.16 1.10
O 4.23 -2.91 1.49
H 1.10 2.29 -3.14
H 1.85 3.66 -3.07
O 2.05 2.77 -3.42
H 4.19 -3.66 -1.95
H 4.73 -3.45 -3.10
O 3.83 -3.76 -2.85
H 3.25 1.20 0.22
H 3.03 1.75 -1.45
O 2.69 1.20 -0.68
H 3.59 1.82 -3.40
H 4.52 2.92 -2.72
O 4.15 2.14 -2.68
H -3.01 -3.44 -1.07
H -1.52 -3.88 -0.81
O -2.47 -3.84 -0.40
H 2.34 -1.93 -3.35
H 1.97 -2.60 -2.01
O 2.21 -1.76 -2.43
H -4.35 1.30 -5.27
O -4.03 1.97 -4.77
H -1.52 -2.51 1.65
H -1.55 -3.91 1.30
O -1.36 -3.41 1.92
H -1.20 -0.91 -1.23
H 1.26 0.02 2.16
H -3.33 -0.57 4.63
H 0.96 -2.47 4.72
H -2.75 -1.01 -1.60
H -3.81 1.84 -3.87
O 0.40 -2.79 -5.39
H 0.73 -2.08 -4.97
H 0.32 -3.52 -4.86
O -0.77 2.03 4.59
H -0.22 1.89 5.27
H -0.20 1.35 4.03
O 3.29 -0.21 5.57
H 2.59 0.46 6.02
H 2.82 -0.37 4.80
O 0.55 0.73 -2.53
H 1.23 -0.02 -2.65
H 0.69 0.91 -1.59
O 0.04 3.70 2.36
H 0.05 3.19 3.15
H 0.85 3.76 1.86
O 1.50 -5.12 -0.30
H 0.49 -4.91 -0.53
H 1.76 -5.29 0.71
O 2.38 -4.35 2.95
H 1.85 -4.20 3.76
H 2.73 -3.59 2.41
*
```

Summary:
E_HOMO (spin up / spin down) (eV): -12.95 / -12.93
LUMO energy (spin up / spin down) (eV): -2.99 / -10.86

These are the Mulliken partial charges, in e, on atoms 1 to 8: number 1, H, carries 0.193; number 2, H, carries 0.254; number 3, O, carries -0.616; number 4, H, carries 0.482; number 5, H, carries 0.253; number 6, O, carries -0.672; number 7, H, carries 0.189; number 8, H, carries 0.292

***

x | Density functional theory data (ωB97M-V/def2-TZVPD) for 40 unconnected molecules or ions with the total composition H80O40.

```
! wB97M-V def2-TZVPD RIJCOSX def2/J DEFGRID3
* xyz 1 2
H -0.50 -2.41 -3.76
H 0.67 -3.12 -3.37
O 0.00 -2.57 -2.94
H -0.56 5.54 -3.75
H 0.20 6.82 -3.32
O 0.28 6.03 -3.85
H -0.33 -5.81 -0.35
H -1.16 -5.42 -1.41
O -0.79 -6.26 -1.08
H -2.53 1.90 -2.48
H -3.55 2.98 -3.15
O -3.45 2.19 -2.60
H 1.12 -2.15 -1.73
H 1.75 -1.60 -0.48
O 1.91 -2.26 -1.17
H 5.87 0.71 -1.36
O 5.57 1.14 -0.56
H -2.06 -0.60 -1.93
O -1.47 -0.23 -2.70
H 2.16 -5.28 1.93
H 2.91 -4.23 1.17
O 2.35 -4.34 1.95
H 2.43 -2.51 5.06
H 2.68 -1.68 4.05
O 2.67 -1.55 5.02
H 0.40 0.65 -6.21
H 0.87 -0.71 -5.42
O 0.22 -0.28 -5.99
H -3.13 -3.88 1.68
H -3.39 -5.18 1.15
O -3.18 -4.30 0.79
H 3.72 -0.54 1.91
O 3.29 -1.39 2.12
H -4.98 -0.15 3.92
H -3.88 -0.65 5.01
O -4.74 -0.28 4.84
H 1.49 -0.10 4.41
H 0.84 0.66 3.06
O 0.87 0.53 4.00
H 4.73 4.19 -0.93
H 5.54 4.96 -1.98
O 5.16 4.10 -1.80
H 1.41 4.91 -2.50
H 1.37 4.45 -0.91
O 1.25 5.14 -1.57
H -1.26 4.80 3.88
H -1.32 3.30 3.41
O -1.36 3.89 4.16
H 0.62 -5.46 -1.67
H 2.11 -5.56 -2.10
O 1.25 -5.25 -2.40
H 3.38 2.24 -0.99
O 3.33 2.54 -0.07
H -2.22 -0.66 0.34
H -3.31 -0.28 -0.49
O -2.62 -0.95 -0.49
H -0.25 1.12 5.54
O -0.38 1.43 6.45
H -0.88 1.61 -4.44
H 0.53 2.34 -4.44
O -0.35 2.28 -4.88
H -3.32 2.91 -1.26
H -2.74 4.28 -0.70
O -3.15 3.46 -0.42
H -1.18 1.66 0.85
H 0.15 1.75 0.36
O -0.58 1.13 0.25
H -4.29 -3.13 -1.27
H -5.14 -1.90 -1.21
O -4.93 -2.70 -0.70
H 4.98 -3.67 -0.26
H 4.42 -3.19 -1.53
O 4.97 -3.92 -1.21
H -3.81 0.85 1.16
H -2.98 2.12 0.47
O -3.01 1.38 1.11
H -2.86 -0.88 -6.04
H -2.11 -0.75 -4.76
O -2.27 -1.39 -5.46
H 2.88 1.86 -5.53
H 3.06 3.28 -5.76
O 3.38 2.61 -5.13
H -0.90 6.94 0.03
H -0.04 6.36 -1.16
O -0.42 7.17 -0.78
H 4.37 -2.79 3.01
H 5.03 -1.85 4.26
O 5.12 -2.37 3.44
H -5.87 -0.43 1.81
O -5.36 -1.05 1.28
H -1.32 0.76 4.06
H -2.50 1.01 3.30
O -1.84 0.29 3.39
H 3.39 1.72 0.50
H 5.55 2.07 -0.84
H 0.32 2.02 6.73
H -0.66 -0.71 -2.85
H 2.71 -1.63 1.37
H -5.56 -1.99 1.27
O 0.52 -3.65 5.04
H 0.85 -4.47 5.43
H -0.44 -3.73 5.00
O 1.60 2.79 -3.24
H 2.34 2.62 -3.90
H 1.90 2.37 -2.42
O 3.87 0.81 -2.50
H 3.74 1.43 -3.25
H 3.53 -0.01 -2.87
O -2.03 -1.90 4.88
H -2.24 -1.28 5.61
H -1.54 -1.32 4.27
O -5.20 2.74 2.41
H -4.35 3.03 2.04
H -5.60 2.99 1.55
O -1.03 -3.78 -0.33
H -1.98 -3.59 -0.08
H -0.67 -3.05 -0.83
O 0.81 -1.68 0.93
H 0.73 -1.96 1.87
H 0.19 -0.92 0.96
*
```

Summary:
E_HOMO (spin up / spin down) (eV): -12.77 / -12.77
LUMO energy (spin up / spin down) (eV): -3.17 / -10.53

These are the Mulliken partial charges, in e, on atoms 1 to 8: number 1, H, carries 0.192; number 2, H, carries 0.193; number 3, O, carries -0.590; number 4, H, carries 0.302; number 5, H, carries 0.305; number 6, O, carries -0.642; number 7, H, carries 0.360; number 8, H, carries 0.420

***

Unit: kcal/mol. Relative energies: w 191.6; x 0.0.

***

w | Density functional theory data (ωB97M-V/def2-TZVPD) for C2H8N4S in the gas phase.

```
! wB97M-V def2-TZVPD RIJCOSX def2/J DEFGRID3
* xyz 0 1
C -0.62 -1.95 0.88
C 0.29 0.84 -0.22
H 0.20 -1.53 1.57
H -1.69 -1.81 1.31
H -0.43 -3.10 0.72
H -0.30 -2.00 -1.10
H -1.87 0.26 -0.25
H 1.57 -0.69 -0.42
H -0.50 2.43 -1.26
H 2.35 2.82 -0.33
N -0.79 -1.37 -0.33
N -0.81 0.04 -0.46
N 1.49 0.39 -0.11
N -0.05 2.25 -0.25
S 1.16 3.42 0.26
*
```

Summary:
E_HOMO (eV): -9.03
LUMO energy (eV): 0.72

These are the natural (NBO) partial charges, in e, on atoms 1 to 8: number 1, C, carries -0.415; number 2, C, carries 0.553; number 3, H, carries 0.189; number 4, H, carries 0.175; number 5, H, carries 0.211; number 6, H, carries 0.358; number 7, H, carries 0.408; number 8, H, carries 0.354

***

x | Density functional theory data (ωB97M-V/def2-TZVPD) for C2H8N4S in the gas phase.

```
! wB97M-V def2-TZVPD RIJCOSX def2/J DEFGRID3
* xyz 0 1
C -0.67 1.49 -0.30
C 0.37 -0.45 0.79
H -1.33 2.29 0.22
H -1.18 0.67 -1.11
H 0.14 1.81 -0.81
H 0.71 1.58 1.16
H 1.80 -1.75 0.44
H 2.15 -0.53 -1.53
H -2.38 -0.67 0.44
H -2.34 -1.97 -0.75
N -0.04 0.84 0.90
N 1.76 -0.71 1.04
N -0.31 -1.40 0.10
N -1.64 -1.08 -0.30
S 2.94 -0.12 -0.28
*
```

Summary:
E_HOMO (eV): -8.03
LUMO energy (eV): 0.33

These are the natural (NBO) partial charges, in e, on atoms 1 to 8: number 1, C, carries -0.447; number 2, C, carries 0.489; number 3, H, carries 0.207; number 4, H, carries 0.269; number 5, H, carries 0.183; number 6, H, carries 0.398; number 7, H, carries 0.414; number 8, H, carries 0.129

***

y | Density functional theory data (ωB97M-V/def2-TZVPD) for C2H8N4S in the gas phase.

```
! wB97M-V def2-TZVPD RIJCOSX def2/J DEFGRID3
* xyz 0 1
C 0.48 1.65 0.26
C -0.22 -0.61 -0.27
H 0.76 2.59 -0.25
H 1.34 1.17 0.74
H -0.23 1.83 1.03
H -0.77 1.08 -1.32
H -1.52 -2.08 -0.33
H -2.70 -0.47 1.45
H 2.11 -0.40 -0.69
H 2.52 -1.81 0.03
N -0.02 0.68 -0.72
N -1.53 -1.09 -0.48
N 0.63 -1.40 0.27
N 1.98 -0.95 0.16
S -2.82 -0.19 0.11
*
```

Summary:
E_HOMO (eV): -8.31
LUMO energy (eV): 0.82

These are the natural (NBO) partial charges, in e, on atoms 1 to 8: number 1, C, carries -0.420; number 2, C, carries 0.502; number 3, H, carries 0.201; number 4, H, carries 0.226; number 5, H, carries 0.183; number 6, H, carries 0.396; number 7, H, carries 0.400; number 8, H, carries 0.088

***

Unit: kcal/mol. Relative energies: w 48.0; x 94.6; y 0.0.

***

w | Density functional theory data (ωB97M-V/def2-TZVPD) for 2 unconnected molecules or ions with the total composition C10H16O.

```
! wB97M-V def2-TZVPD RIJCOSX def2/J DEFGRID3
* xyz 0 1
C 0.98 1.62 2.55
C 1.64 2.97 2.25
C 0.63 0.97 1.24
C -0.41 1.48 0.44
C 1.48 -0.04 0.85
C -0.51 1.03 -0.88
C 1.46 -0.38 -0.44
C 0.56 0.22 -1.32
O 0.53 -0.25 -2.66
H 1.55 0.91 3.04
H 0.00 1.85 3.14
H 0.78 3.80 2.40
H -1.01 2.25 0.87
H 2.09 -0.41 1.65
H -0.98 1.76 -1.50
H 2.10 -0.99 -1.05
H -0.38 -0.50 -2.93
H 1.97 3.14 1.22
H 2.47 3.19 2.89
C -2.25 -2.25 -1.60
C -1.40 -3.51 -1.40
H -1.80 -1.29 -2.09
H -3.13 -2.48 -2.28
H -2.52 -1.63 -0.58
H -1.55 -3.64 -0.42
H -0.32 -3.56 -1.64
H -1.98 -4.30 -1.75
*
```

Summary:
E_HOMO (eV): -8.38
LUMO energy (eV): 0.89

These are the natural (NBO) partial charges, in e, on atoms 1 to 8: number 1, C, carries -0.417; number 2, C, carries -0.607; number 3, C, carries -0.011; number 4, C, carries -0.182; number 5, C, carries -0.206; number 6, C, carries -0.298; number 7, C, carries -0.260; number 8, C, carries 0.297

***

x | Density functional theory data (ωB97M-V/def2-TZVPD) for 2 unconnected molecules or ions with the total composition C10H16O.

```
! wB97M-V def2-TZVPD RIJCOSX def2/J DEFGRID3
* xyz 0 1
C 3.18 -1.86 0.48
C 3.64 -1.73 -0.99
C 1.71 -2.43 0.35
H 3.89 -2.49 1.05
H 2.99 -0.75 0.88
H 4.75 -1.36 -0.97
H 1.21 -1.98 -0.52
H 2.98 -0.97 -1.54
H 3.93 -2.60 -1.51
H 1.90 -3.54 0.33
H 1.21 -2.33 1.27
C 1.33 1.39 -1.03
C -2.42 1.53 -0.55
C -2.52 0.58 0.43
C -1.12 1.66 -1.00
C -0.07 1.07 -0.47
C -1.45 0.06 1.17
C -0.20 0.29 0.70
O -3.94 0.57 0.93
H -3.26 1.90 -0.94
H -0.89 2.34 -1.85
H -1.58 -0.38 2.18
H -3.94 -0.08 1.65
H 2.05 0.60 -0.59
H 1.70 2.30 -0.57
H 0.76 -0.10 1.16
H 1.43 1.55 -2.13
*
```

Summary:
E_HOMO (eV): -8.64
LUMO energy (eV): 0.89

These are the natural (NBO) partial charges, in e, on atoms 1 to 8: number 1, C, carries -0.395; number 2, C, carries -0.630; number 3, C, carries -0.621; number 4, H, carries 0.214; number 5, H, carries 0.183; number 6, H, carries 0.199; number 7, H, carries 0.217; number 8, H, carries 0.212

***

y | Density functional theory data (ωB97M-V/def2-TZVPD) for 2 unconnected molecules or ions with the total composition C10H16O.

```
! wB97M-V def2-TZVPD RIJCOSX def2/J DEFGRID3
* xyz 0 1
C -3.35 -1.09 -0.10
C -2.67 -0.33 -1.25
C -2.42 -2.07 0.62
H -4.00 -0.50 0.56
H -4.17 -1.71 -0.50
H -1.71 -0.02 -0.87
H -1.75 -2.52 -0.12
H -1.83 -1.62 1.40
H -3.22 0.55 -1.53
H -2.56 -1.06 -2.05
H -2.98 -2.92 1.03
C 1.94 -2.18 0.65
C 0.88 1.00 -1.17
C 1.04 1.92 -0.15
C 1.02 -0.36 -0.91
C 1.39 -0.80 0.36
C 1.25 1.48 1.15
C 1.39 0.13 1.40
O 1.07 3.26 -0.49
H 0.62 1.36 -2.15
H 0.67 -1.03 -1.69
H 1.32 2.24 1.93
H 0.52 3.76 0.11
H 2.95 -2.21 0.25
H 1.42 -3.04 0.22
H 1.49 -0.23 2.41
H 1.88 -2.36 1.71
*
```

Summary:
E_HOMO (eV): -8.57
LUMO energy (eV): 0.83

These are the natural (NBO) partial charges, in e, on atoms 1 to 8: number 1, C, carries -0.399; number 2, C, carries -0.612; number 3, C, carries -0.608; number 4, H, carries 0.200; number 5, H, carries 0.187; number 6, H, carries 0.210; number 7, H, carries 0.198; number 8, H, carries 0.206

***

z | Density functional theory data (ωB97M-V/def2-TZVPD) for 2 unconnected molecules or ions with the total composition C10H16O.

```
! wB97M-V def2-TZVPD RIJCOSX def2/J DEFGRID3
* xyz 0 1
C 0.56 3.33 -0.61
C -2.07 0.04 -0.02
C -1.05 -0.12 -0.90
C -2.21 1.17 0.81
C -0.22 1.02 -1.18
C -1.30 2.17 0.63
C -0.30 2.14 -0.39
O -3.13 -0.84 0.05
H -0.77 -1.05 -1.39
H -3.03 -1.63 -0.47
H -2.92 1.18 1.62
H 0.66 0.82 -1.79
H -1.47 3.09 1.16
H 0.60 3.95 0.29
H 0.22 3.91 -1.48
H 1.59 3.12 -0.86
C 1.84 -1.68 0.64
C 0.47 -1.86 1.37
C 1.86 -2.39 -0.74
H 1.98 -0.60 0.51
H 2.56 -2.13 1.35
H 0.34 -2.86 1.79
H 1.19 -3.26 -0.79
H 1.56 -1.74 -1.55
H 2.85 -2.85 -0.75
H 0.50 -1.03 2.08
H -0.30 -1.90 0.60
*
```

Summary:
E_HOMO (eV): -8.29
LUMO energy (eV): 0.87

These are the natural (NBO) partial charges, in e, on atoms 1 to 8: number 1, C, carries -0.627; number 2, C, carries 0.308; number 3, C, carries -0.307; number 4, C, carries -0.254; number 5, C, carries -0.180; number 6, C, carries -0.186; number 7, C, carries -0.064; number 8, O, carries -0.683

***

Unit: kcal/mol. Relative energies: w 50.5; x 37.5; y 0.0; z 10.3.